# 1
Molecular formula: C29H42ClGeN3O5SSc
Method: DFT, ωB97M-V/def2-TZVPD

```
83
Properties=species:S:1:pos:R:3:mulliken_charge:R:1
Sc -0.3722 -0.4356 -0.1514 -1.39
N 0.6102 -2.5596 -0.1290 -0.41
C 1.8677 -2.4620 0.6514 -0.74
C 2.3587 -1.0312 0.7648 0.56
O 3.4508 -0.7664 1.1755 -0.64
O 1.4395 -0.1457 0.3728 -0.14
H 0.0157 -3.3017 0.2267 0.30
H 0.8126 -2.8163 -1.0929 0.26
H 2.6644 -3.0692 0.2289 0.50
H 1.6877 -2.8216 1.6635 0.34
O -1.0159 -0.7933 -2.1103 -0.08
S -2.2638 -1.5723 -1.7701 1.42
O -2.1742 -2.9870 -1.9762 -0.77
N -2.4253 -1.0993 -0.2738 1.20
C -3.0327 -1.8847 0.7369 0.31
C -4.2318 -2.5286 0.6673 -0.61
C -4.7411 -3.2235 1.7934 -0.91
C -4.0607 -3.2437 2.9732 -0.93
C -2.8100 -2.5827 3.0718 0.52
C -2.0361 -2.5601 4.2557 -0.68
C -0.8314 -1.9212 4.2731 -1.11
C -0.3755 -1.3085 3.0918 -0.59
N -1.0633 -1.3066 1.9747 0.73
C -2.2918 -1.9221 1.9485 -0.02
C -3.5524 -0.9683 -2.7639 0.47
C -4.0928 -1.8346 -3.7069 -0.46
C -5.1206 -1.3703 -4.5140 -0.73
C -5.5822 -0.0701 -4.3706 -0.44
C -5.0290 0.7849 -3.4213 -0.86
C -4.0052 0.3405 -2.6049 -0.52
H -4.8044 -2.5052 -0.2526 0.58
H -5.6917 -3.7329 1.7109 0.43
H -4.4584 -3.7602 3.8377 0.44
H -2.4124 -3.0532 5.1446 0.44
H -0.2184 -1.8845 5.1626 0.48
H 0.5863 -0.8038 3.0720 0.75
H -3.7151 -2.8434 -3.7991 0.52
H -5.5592 -2.0256 -5.2548 0.43
H -6.3837 0.2843 -5.0061 0.41
H -5.3955 1.7985 -3.3238 0.44
H -3.5598 0.9950 -1.8677 0.39
Cl -1.0822 2.4831 -3.2495 -0.20
C 0.0895 2.2260 -1.9181 1.21
H -0.3703 1.4973 -1.2543 -1.12
H 0.1352 3.1371 -1.3235 0.51
C 3.5382 0.7368 -5.7300 -0.93
C 3.6937 -0.6011 -5.0154 -0.68
C 3.4137 -0.5476 -3.5148 -0.80
C 1.9766 -0.0983 -3.1587 0.74
Ge 1.9033 1.7622 -2.5927 0.52
C 3.2117 2.1194 -1.2033 -0.81
C 4.3965 2.9659 -1.6859 -0.78
C 4.0486 4.4350 -1.8953 -0.14
C 5.1807 5.2224 -2.5420 -1.41
H 3.7710 0.6438 -6.7916 0.41
H 4.2125 1.4892 -5.3097 0.22
H 2.5226 1.1309 -5.6549 0.19
H 4.7122 -0.9696 -5.1600 0.40
H 3.0330 -1.3437 -5.4741 0.31
H 4.1632 0.0937 -3.0358 0.33
H 3.5859 -1.5421 -3.0953 0.35
H 1.5994 -0.7179 -2.3425 -0.81
H 1.2892 -0.2448 -3.9959 0.55
H 2.0770 2.6959 -3.8076 -0.24
H 3.5379 1.1565 -0.8053 0.33
H 2.7053 2.6292 -0.3770 0.65
H 4.8099 2.5574 -2.6157 0.19
H 5.2038 2.9013 -0.9497 0.50
H 3.8012 4.8757 -0.9229 0.30
H 3.1446 4.5231 -2.5074 0.21
H 6.0798 5.2029 -1.9209 0.32
H 4.9112 6.2675 -2.6996 0.40
H 5.4445 4.8002 -3.5150 0.32
C -3.1946 1.8754 1.7578 -0.98
C -1.7118 2.0409 1.6780 0.92
C -1.0476 3.1153 2.4722 -1.47
O -1.0455 1.3189 0.9464 -0.30
H -3.6652 2.7689 1.3361 0.37
H -3.5108 1.8203 2.8011 0.40
H -3.5201 0.9977 1.2065 0.02
H -1.4309 3.1267 3.4935 0.43
H -1.3109 4.0798 2.0247 0.37
H 0.0318 2.9960 2.4588 0.31
```

Output
E: -5366.7398 hartree
Relative energy (zero: lowest compared OMol25 entry of this formula, charge and spin): 10.9 kJ/mol
Total charge: +1
E_LUMO: -0.117 Ha
Molar mass: 697.76 u
Spin multiplicity: 1

# 2
Molecular formula: C29H43CdNPSb2
Method: DFT, ωB97M-V/def2-TZVPD

```
77
Properties=species:S:1:pos:R:3:mulliken_charge:R:1
Cd 0.4614 -0.2099 0.0888 1.83
C 3.3541 -1.6129 -0.6228 -1.50
N 2.9493 -0.3585 0.0133 0.69
C 3.4986 0.7800 -0.7274 -1.02
C 3.3851 -0.3250 1.4311 -1.53
C 2.2972 -0.1997 2.4918 1.86
C 2.7291 -0.2050 3.8196 -0.74
C 1.8281 -0.0133 4.8516 -0.53
C 0.4822 0.1911 4.5612 -0.57
C 0.0609 0.1754 3.2393 0.09
C 0.9519 -0.0291 2.1763 -1.05
H 4.4437 -1.7372 -0.6132 0.41
H 3.0187 -1.6250 -1.6607 0.22
H 2.9081 -2.4561 -0.0958 0.52
H 4.5953 0.7661 -0.7406 0.39
H 3.1743 1.7090 -0.2608 0.00
H 3.1412 0.7629 -1.7582 0.32
H 4.0668 0.5209 1.5513 0.53
H 3.9814 -1.2180 1.6345 0.53
H 3.7812 -0.3531 4.0482 0.43
H 2.1722 -0.0181 5.8783 0.39
H -0.2269 0.3581 5.3633 0.45
H -0.9948 0.3286 3.0372 0.18
C -3.6443 -0.5988 1.5589 -1.41
Sb -2.6349 0.2336 -0.1223 0.03
C -4.0790 -0.3965 -1.5518 -1.50
C -3.3283 2.2505 0.1550 -1.35
C -3.2078 3.1035 -1.0779 0.74
C -4.1436 2.9555 -2.1039 -0.46
C -4.0687 3.6939 -3.2721 -0.77
C -3.0420 4.6167 -3.4312 -0.71
C -2.1219 4.7906 -2.4120 -0.63
C -2.1864 4.0507 -1.2292 0.69
C -1.1506 4.2846 -0.1691 -1.63
Sb 0.4843 2.8971 -0.3256 -0.26
C 1.7863 3.8986 1.0241 -1.27
C 1.2790 3.7149 -2.1259 -1.29
H -4.6645 -0.2152 1.5584 0.47
H -3.1532 -0.3295 2.4915 0.39
H -3.6720 -1.6846 1.4751 0.45
H -5.0558 -0.0305 -1.2364 0.46
H -4.1018 -1.4845 -1.5742 0.53
H -3.8483 -0.0163 -2.5451 0.40
H -2.7678 2.6408 1.0016 0.34
H -4.3693 2.1456 0.4651 0.67
H -4.9648 2.2605 -1.9677 0.39
H -4.8131 3.5609 -4.0463 0.42
H -2.9714 5.2094 -4.3338 0.41
H -1.3400 5.5345 -2.5200 0.40
H -1.5462 4.2209 0.8428 0.67
H -0.6872 5.2643 -0.2883 0.68
H 1.9114 4.9210 0.6693 0.44
H 2.7575 3.4091 1.0716 0.37
H 1.3522 3.9022 2.0230 0.40
H 1.3925 4.7929 -2.0093 0.38
H 0.6106 3.5072 -2.9604 0.39
H 2.2534 3.2731 -2.3326 0.37
C -1.6543 -3.0850 -0.7975 -1.21
P 0.1169 -2.6673 -0.8531 0.62
C 0.4287 -2.8209 -2.6404 -1.46
C 0.9013 -4.0985 -0.0863 0.34
C 0.6011 -4.3695 1.2503 -0.60
C 1.1685 -5.4622 1.8843 -0.73
C 2.0514 -6.2840 1.1942 -0.48
C 2.3695 -6.0072 -0.1268 -0.71
C 1.8000 -4.9142 -0.7685 0.08
H -2.0522 -2.9451 0.2081 0.25
H -1.8026 -4.1234 -1.0962 0.48
H -2.1919 -2.4354 -1.4831 0.25
H 0.0471 -3.7642 -3.0342 0.46
H 1.4926 -2.7515 -2.8618 0.41
H -0.0730 -1.9942 -3.1441 0.38
H -0.0691 -3.7201 1.8039 0.28
H 0.9271 -5.6693 2.9185 0.41
H 2.4945 -7.1382 1.6894 0.40
H 3.0614 -6.6425 -0.6639 0.41
H 2.0595 -4.7150 -1.8002 0.32
```

Output
E: -2174.9189 hartree
Relative energy (zero: lowest compared OMol25 entry of this formula, charge and spin): 69.4 kJ/mol
Total charge: +1
E_LUMO: -0.092 Ha
Molar mass: 792.58 u
Spin multiplicity: 1

# 3
Molecular formula: C29H43Cl12N5O3
Method: DFT, ωB97M-V/def2-TZVPD

```
92
Properties=species:S:1:pos:R:3:mulliken_charge:R:1
N 0.2095 -4.7257 -2.2993 0.05
C -0.2326 -3.3904 -2.3158 -0.68
C 0.8265 -2.6607 -2.8772 0.23
C 1.8644 -3.5549 -3.1946 -0.80
C 1.4795 -4.8251 -2.7537 -0.64
H -0.3536 -5.5027 -1.9842 0.21
H -1.1710 -3.0642 -1.8922 0.38
H 0.8677 -1.5834 -2.9413 0.32
H 2.7902 -3.1750 -3.6009 0.42
H 2.0580 -5.7371 -2.7581 0.36
N -2.8630 2.6885 -1.0788 0.68
C -3.0319 3.0388 -2.3818 -0.39
C -4.3616 2.8066 -2.7357 -0.78
C -5.0092 2.2474 -1.6078 -0.69
C -4.0596 2.1392 -0.6382 -0.46
H -2.0356 2.6984 -0.4995 -0.12
H -2.2489 3.5751 -2.8972 0.37
H -4.8945 3.2113 -3.5833 0.43
H -6.0559 1.9996 -1.5101 0.45
H -3.9932 1.7202 0.3550 0.41
N -0.5315 1.2274 -4.3239 0.26
C -1.5694 0.3775 -4.0298 -0.20
C -1.7037 -0.5344 -5.1079 -0.85
C -0.6143 -0.2872 -6.0153 -0.62
C -0.0024 0.8476 -5.5216 -0.45
H -0.2394 2.0277 -3.7816 0.24
H -2.1433 0.5516 -3.1317 0.38
H -2.3584 -1.3920 -5.1540 0.42
H -0.3838 -0.8648 -6.8982 0.40
H 0.8573 1.3935 -5.8810 0.42
N 0.3718 -2.7124 4.4371 0.42
C 0.4516 -1.3835 4.1593 -0.62
C 0.5006 -0.6861 5.3747 -0.54
C 0.2803 -1.5414 6.4469 -0.72
C 0.1769 -2.7829 5.7785 -0.72
H 0.3208 -3.3988 3.6979 0.20
H 0.4813 -1.1000 3.1176 0.65
H 0.7135 0.3632 5.5164 0.46
H 0.3857 -1.3017 7.4947 0.41
H 0.0167 -3.7684 6.1902 0.42
N 1.7528 -3.7480 0.3439 0.23
C 1.2605 -4.7602 1.1301 -0.25
C 1.9016 -4.7000 2.3725 -1.16
C 2.6551 -3.5323 2.4204 -0.17
C 2.5672 -2.9446 1.1104 -0.79
H 1.5562 -3.5553 -0.6279 0.48
H 0.5566 -5.4013 0.6203 0.42
H 1.6344 -5.4020 3.1486 0.45
H 3.1925 -3.1828 3.2896 0.40
H 2.9050 -1.9988 0.7132 0.51
C 0.7019 5.8801 0.3552 0.08
Cl 1.6239 4.6983 1.3307 0.06
Cl -0.5642 5.0434 -0.6703 -0.06
Cl -0.2450 7.0013 1.3475 -0.09
Cl 1.8161 6.8336 -0.7246 -0.12
C 3.9443 1.3003 3.1220 0.18
Cl 4.0178 -0.3241 3.8247 -0.23
Cl 2.5859 2.1633 3.9696 -0.31
Cl 5.4526 2.0788 3.4616 -0.23
Cl 3.7375 1.2209 1.3286 -0.41
C -2.1206 3.2539 3.6629 0.25
Cl -1.3141 2.7431 2.1602 -0.02
Cl -3.6918 3.9451 3.3043 -0.14
Cl -2.2712 1.8953 4.7308 -0.11
Cl -0.9973 4.4010 4.3789 -0.11
C -0.2950 -0.1852 0.2016 0.07
C 0.5102 0.8331 -0.5836 0.50
O -0.1406 2.0930 -0.5171 0.75
H -0.4147 0.1455 1.2333 -0.10
H 0.2812 -1.1081 0.2674 -0.18
H -1.2383 -0.4198 -0.2915 0.13
H 0.5136 0.4737 -1.6126 -0.25
H 1.5335 0.8867 -0.2121 -0.30
H 0.2988 2.6170 -1.1909 -0.18
C 3.7620 3.8680 -1.9284 -0.91
C 2.8342 2.9010 -2.6825 -0.30
O 1.4778 3.2440 -2.3801 -0.31
H 3.4062 3.9427 -0.9008 0.12
H 3.6189 4.8862 -2.2903 0.26
H 4.8305 3.6610 -1.9880 0.38
H 3.0164 1.8731 -2.3690 0.20
H 3.0749 2.9508 -3.7445 0.31
H 1.2378 3.9963 -2.9261 0.20
C -2.0624 -2.7791 2.2193 -0.24
C -3.3288 -2.2137 1.5613 -0.65
O -3.2465 -2.5213 0.1776 -0.46
H -1.1737 -2.5976 1.6150 -0.28
H -2.2373 -3.8498 2.3245 0.40
H -2.0018 -2.1943 3.1371 0.24
H -3.4995 -1.1609 1.7866 0.24
H -4.1041 -2.8085 2.0440 0.50
H -4.1061 -2.3831 -0.2269 0.27
```

Output
E: -7152.4897 hartree
⟨S²⟩: 0.7527
Total charge: -1
E_LUMO (alpha / beta): 0.069 / 0.069 Ha
Molar mass: 935.13 u
Spin multiplicity: 2

In order of appearance, maximum force = 1.40, 0.69, 3.23 eV Å⁻¹.